No. 1
Entry from the Open Molecules 2025 dataset: 2 unconnected molecules or ions with the total composition CH2N2O3Si (the ωB97M-V functional and the def2-TZVPD basis).

Values from the calculation:
LUMO level: -1.33 eV
total charge: 0
frontier orbital gap: 9.633 eV
structure (SMILES): N#C[SiH]=O.O=NO
HOMO energy: -0.4028 hartree
2S+1: 1

Element x y z (Å)
N: 1.5322 2.1552 -0.2641
C: 1.4229 1.0186 -0.1734
Si: 1.4537 -0.8479 0.4603
O: 0.9710 -1.9743 -0.4448
H: 1.8038 -0.5455 1.7932
O: -2.2042 0.4800 1.0421
N: -1.4514 0.1458 0.1813
O: -2.1063 -0.2448 -0.9317
H: -1.4216 -0.1870 -1.6628

natural (NBO) charges in e:
1. N -0.292
2. C -0.216
3. Si 1.774
4. O -1.112
5. H -0.186
6. O -0.274
7. N 0.320
8. O -0.508
9. H 0.494


No. 2
Entry from the Open Molecules 2025 dataset: a molecular structure, C20H36Br2N6O2PZn (the ωB97M-V functional and the def2-TZVPD basis).

Values from the calculation:
LUMO level: -2.59 eV
total charge: +1
frontier orbital gap: 7.472 eV
HOMO energy: -0.3697 hartree
2S+1: 1

Element x y z (Å)
Zn: -0.4823 1.1350 0.3828
C: -0.9107 3.2079 -2.3404
C: -1.0470 3.8766 -1.0038
C: -1.2466 5.2672 -0.9135
C: -1.3952 5.8587 0.3065
C: -1.3646 5.0843 1.4864
C: -1.5227 5.5812 2.7996
Br: -1.7813 7.4301 3.0963
C: -1.4960 4.7290 3.8625
C: -1.3088 3.3488 3.6821
Br: -1.3150 2.2147 5.1898
C: -1.1394 2.7793 2.4320
O: -0.9727 1.5050 2.2164
C: -1.1671 3.6985 1.3241
N: -1.0038 3.1365 0.0870
H: -0.2102 3.7478 -2.9783
H: -1.8723 3.1939 -2.8574
H: -0.5592 2.1808 -2.2357
H: -1.2794 5.8550 -1.8213
H: -1.5448 6.9276 0.3842
H: -1.6264 5.1100 4.8660
C: 4.8374 2.2946 -0.5650
N: 3.3905 2.1214 -0.5227
C: 2.6340 3.0993 -1.2926
P: 2.6638 1.1801 0.6036
O: 1.3447 0.6933 0.0323
N: 2.4705 2.0288 1.9823
C: 3.0781 3.3311 2.2301
C: 1.9483 1.3634 3.1799
N: 3.6010 -0.1109 0.9357
C: 4.6253 -0.1114 1.9727
C: 3.6829 -1.2253 -0.0045
H: 5.1845 2.2232 -1.5971
H: 5.3307 1.5185 0.0152
H: 5.1416 3.2683 -0.1688
H: 2.9750 3.0887 -2.3296
H: 2.7604 4.1141 -0.8999
H: 1.5792 2.8475 -1.2725
H: 3.3414 3.8190 1.2967
H: 3.9782 3.2456 2.8474
H: 2.3627 3.9642 2.7580
H: 1.3919 0.4687 2.9132
H: 1.2596 2.0314 3.6955
H: 2.7561 1.0973 3.8669
H: 4.6120 0.8220 2.5275
H: 5.6191 -0.2350 1.5323
H: 4.4565 -0.9342 2.6696
H: 2.8404 -1.1975 -0.6903
H: 3.6560 -2.1683 0.5438
H: 4.6111 -1.1887 -0.5815
C: -3.1535 -2.7162 -1.1486
C: -2.8451 -2.3139 0.2933
C: -2.3837 -3.5244 1.0946
C: -4.0685 -1.6871 0.9542
N: -1.7156 -1.3562 0.3863
N: -1.8639 -0.1653 -0.4129
H: -3.9261 -3.4855 -1.1656
H: -2.2668 -3.1257 -1.6403
H: -3.5336 -1.8797 -1.7417
H: -3.1826 -4.2639 1.1460
H: -2.1135 -3.2291 2.1088
H: -1.5181 -4.0008 0.6262
H: -4.8666 -2.4257 1.0287
H: -4.4748 -0.8509 0.3773
H: -3.8210 -1.3371 1.9570
H: -0.8692 -1.8134 0.0599
H: -2.7526 0.2535 -0.1474
H: -1.9300 -0.3797 -1.4089

natural (NBO) charges in e:
1. Zn 1.713
2. C -0.657
3. C 0.270
4. C -0.277
5. C -0.081
6. C -0.123
7. C -0.096
8. Br 0.080
9. C -0.218
10. C -0.198
11. Br 0.088
12. C 0.378
13. O -0.912
14. C 0.089
15. N -0.616
16. H 0.240
17. H 0.245
18. H 0.210
19. H 0.234
20. H 0.244
21. H 0.250
22. C -0.403
23. N -0.816
24. C -0.405
25. P 2.488
26. O -1.264
27. N -0.827
28. C -0.396
29. C -0.411
30. N -0.816
31. C -0.404
32. C -0.405
33. H 0.209
34. H 0.214
35. H 0.193
36. H 0.208
37. H 0.189
38. H 0.214
39. H 0.208
40. H 0.191
41. H 0.213
42. H 0.228
43. H 0.221
44. H 0.189
45. H 0.213
46. H 0.197
47. H 0.209
48. H 0.224
49. H 0.207
50. H 0.194
51. C -0.641
52. C 0.093
53. C -0.612
54. C -0.628
55. N -0.463
56. N -0.786
57. H 0.238
58. H 0.212
59. H 0.200
60. H 0.228
61. H 0.231
62. H 0.208
63. H 0.232
64. H 0.196
65. H 0.235
66. H 0.358
67. H 0.398
68. H 0.375


No. 3
Entry from the Open Molecules 2025 dataset: C20H17F2NO in the gas phase (the ωB97M-V functional and the def2-TZVPD basis).

Values from the calculation:
LUMO level: 0.21 eV
total charge: 0
frontier orbital gap: 8.652 eV
structure (SMILES): Cc1ccc(C(c2ccc(C)c(F)c2)n2ccccc2=O)cc1F
HOMO energy: -0.3102 hartree
2S+1: 1

Element x y z (Å)
C: 5.2023 1.7155 1.3839
C: 3.8625 1.1261 1.1405
C: 3.7170 -0.1838 0.6801
C: 2.4843 -0.7460 0.4029
C: 1.2896 -0.0300 0.5795
C: -0.0347 -0.7598 0.0966
C: -1.3742 -0.0644 0.4778
C: -2.5076 -0.8326 0.7327
C: -3.7172 -0.2531 1.0302
C: -3.9150 1.1311 1.0517
C: -5.2460 1.6992 1.4096
C: -2.7668 1.8742 0.8050
F: -2.8708 3.2318 0.8870
C: -1.5290 1.3294 0.4733
N: -0.0821 -1.1917 -1.2949
C: 0.6908 -0.7366 -2.3725
C: 0.7002 -1.3795 -3.6121
C: 0.0562 -2.6395 -3.8230
C: -0.5894 -3.1654 -2.7337
C: -0.6344 -2.5072 -1.4682
O: -0.9302 -3.1146 -0.4144
C: 1.4035 1.1921 1.2667
C: 2.6705 1.7357 1.4829
F: 2.7541 2.9188 2.1652
H: 5.9435 0.9231 1.3310
H: 5.4995 2.4544 0.6405
H: 5.3069 2.1783 2.3631
H: 4.6209 -0.7354 0.4839
H: 2.4434 -1.7669 0.0445
H: -0.0291 -1.6626 0.7365
H: -2.4529 -1.9092 0.6503
H: -4.6031 -0.8665 1.1885
H: -5.9267 0.8708 1.5540
H: -5.2546 2.2611 2.3400
H: -5.6730 2.3303 0.6364
H: -0.7117 1.9794 0.2058
H: 1.3383 0.1378 -2.2132
H: 1.2679 -0.9615 -4.4535
H: 0.0560 -3.1647 -4.7911
H: -1.0145 -4.1629 -2.7009
H: 0.5555 1.7449 1.6376

natural (NBO) charges in e:
1. C -0.628
2. C -0.110
3. C -0.184
4. C -0.225
5. C -0.004
6. C -0.093
7. C -0.008
8. C -0.222
9. C -0.181
10. C -0.106
11. C -0.626
12. C 0.464
13. F -0.344
14. C -0.312
15. N -0.393
16. C 0.069
17. C -0.329
18. C -0.136
19. C -0.302
20. C 0.602
21. O -0.659
22. C -0.308
23. C 0.467
24. F -0.342
25. H 0.216
26. H 0.227
27. H 0.232
28. H 0.213
29. H 0.221
30. H 0.279
31. H 0.252
32. H 0.210
33. H 0.214
34. H 0.227
35. H 0.226
36. H 0.228
37. H 0.229
38. H 0.229
39. H 0.229
40. H 0.237
41. H 0.240


No. 4
Entry from the Open Molecules 2025 dataset: a molecular structure, C44H26F4N9OP2PdSe2 (the ωB97M-V functional and the def2-TZVPD basis).

Values from the calculation:
LUMO level (alpha / beta): -9.85 / -12.73 eV
total charge: +3
frontier orbital gap (alpha / beta): 5.257 / 2.737 eV
<S²>: 6.104
HOMO energy (alpha / beta): -0.5553 / -0.5684 hartree
2S+1: 5

Element x y z (Å)
Pd: 2.1636 -0.0051 1.6817
Se: -0.7475 -5.0358 -1.7493
P: -1.5845 -2.9518 -1.7640
C: -3.0424 -2.9318 -0.7579
C: -2.8953 -2.9169 0.6346
C: -4.0157 -3.0349 1.4350
C: -5.2718 -3.1744 0.8538
C: -5.4157 -3.2032 -0.5289
C: -4.3025 -3.0931 -1.3441
C: -1.8391 -2.3445 -3.4124
C: -1.0750 -2.8440 -4.4700
C: -1.2412 -2.3107 -5.7367
C: -2.1546 -1.2833 -5.9435
C: -2.9077 -0.7825 -4.8886
C: -2.7585 -1.3115 -3.6176
C: -0.1867 -2.2234 -0.9197
C: 0.2834 -0.9903 -0.5006
N: 1.4232 -1.2624 0.1778
N: 1.6543 -2.5666 0.1775
N: 0.7014 -3.1487 -0.4857
P: -0.2259 0.7105 -0.7334
Se: 0.9402 1.8838 0.7413
C: 0.1418 1.2260 -2.3989
C: 0.0170 2.5855 -2.7005
C: 0.2637 3.0233 -3.9893
C: 0.6438 2.1131 -4.9700
C: 0.7802 0.7661 -4.6659
C: 0.5293 0.3144 -3.3789
C: -1.9685 0.8554 -0.3857
C: -2.8467 1.3825 -1.3324
C: -4.1883 1.5262 -1.0069
C: -4.6434 1.1550 0.2507
C: -3.7657 0.6308 1.1962
C: -2.4281 0.4833 0.8818
H: -1.9142 -2.8247 1.0860
H: -3.9136 -3.0297 2.5118
H: -6.1457 -3.2743 1.4841
H: -6.3950 -3.3253 -0.9710
H: -4.4147 -3.1416 -2.4196
H: -0.3680 -3.6501 -4.3129
H: -0.6711 -2.7072 -6.5659
H: -2.2902 -0.8794 -6.9383
H: -3.6252 0.0085 -5.0619
H: -3.3557 -0.9321 -2.7983
H: -0.2685 3.3003 -1.9363
H: 0.1673 4.0734 -4.2289
H: 0.8437 2.4614 -5.9746
H: 1.0901 0.0654 -5.4294
H: 0.6484 -0.7360 -3.1470
H: -2.4895 1.6840 -2.3087
H: -4.8746 1.9462 -1.7301
H: -5.6864 1.2879 0.5066
H: -4.1275 0.3630 2.1801
H: -1.7396 0.0862 1.6198
N: 9.0231 -0.5581 -0.5934
C: 8.3601 0.3486 0.0976
O: 8.8851 1.3291 0.6479
C: 6.8762 0.2307 0.3179
C: 6.1099 1.3884 0.2811
C: 4.7634 1.2885 0.5820
N: 4.2061 0.1233 0.9209
C: 4.9380 -0.9980 0.9370
C: 6.2896 -0.9859 0.6454
H: 10.0256 -0.4711 -0.7033
H: 8.5424 -1.2803 -1.1072
H: 6.5484 2.3491 0.0505
H: 4.1253 2.1613 0.5818
H: 4.4305 -1.9141 1.2132
H: 6.8583 -1.9035 0.7128
F: 2.1542 3.3446 5.1891
C: 1.1005 2.5861 4.9453
C: -0.1343 3.0048 5.4182
F: -0.1802 4.1454 6.0706
C: -1.3143 2.2791 5.1764
C: -1.1535 1.0672 4.4727
C: 0.0717 0.6599 4.0290
F: 0.1379 -0.4791 3.3037
C: 1.2389 1.4017 4.2239
C: 2.5148 0.9486 3.6242
C: 2.8872 -0.4348 3.7569
N: 3.0491 -1.5353 3.4136
C: 3.6329 1.8545 3.5382
N: 4.5685 2.5003 3.3759
F: -2.1931 0.2812 4.2144
C: -2.6112 2.7581 5.5709
C: -3.7815 2.2459 4.9567
N: -4.7096 1.8495 4.4007
C: -2.7944 3.7887 6.5141
N: -2.9727 4.6088 7.3061

Löwdin charges in e:
1. Pd 0.828
2. Se 0.675
3. P 0.754
4. C -0.375
5. C -0.089
6. C -0.053
7. C -0.031
8. C -0.037
9. C -0.067
10. C -0.372
11. C -0.092
12. C -0.048
13. C -0.036
14. C -0.044
15. C -0.091
16. C -0.435
17. C -0.409
18. N -0.160
19. N 0.003
20. N -0.078
21. P 0.748
22. Se 0.589
23. C -0.372
24. C -0.098
25. C -0.039
26. C -0.031
27. C -0.050
28. C -0.069
29. C -0.357
30. C -0.077
31. C -0.039
32. C -0.019
33. C -0.050
34. C -0.095
35. H 0.109
36. H 0.119
37. H 0.123
38. H 0.123
39. H 0.115
40. H 0.080
41. H 0.122
42. H 0.123
43. H 0.120
44. H 0.094
45. H 0.113
46. H 0.124
47. H 0.124
48. H 0.117
49. H 0.097
50. H 0.107
51. H 0.123
52. H 0.127
53. H 0.096
54. H 0.087
55. N 0.304
56. C -0.322
57. O 0.399
58. C -0.098
59. C 0.058
60. C -0.086
61. N 0.001
62. C -0.066
63. C 0.050
64. H 0.172
65. H 0.161
66. H 0.147
67. H 0.106
68. H 0.111
69. H 0.142
70. F 0.159
71. C -0.132
72. C -0.121
73. F 0.175
74. C -0.004
75. C -0.137
76. C -0.180
77. F 0.055
78. C -0.086
79. C -0.275
80. C -0.210
81. N 0.232
82. C -0.191
83. N 0.242
84. F 0.132
85. C -0.082
86. C -0.142
87. N 0.236
88. C -0.141
89. N 0.262